C19H16N4NaO2S | the ωB97M-V functional and the def2-TZVPD basis

Geometry as XYZ:
```
43
Properties=species:S:1:pos:R:3:lowdin_charge:R:1
Na 0.208 -0.017 0.456 0.32
C -1.516 1.647 -3.619 -0.05
C -0.768 0.913 -2.549 -0.28
N -0.990 1.032 -1.295 0.02
N -1.980 1.850 -0.859 0.04
C -1.921 1.947 0.480 -0.46
O -1.062 1.469 1.255 -0.06
C -3.053 2.747 1.082 -0.14
C -3.192 2.760 2.465 -0.03
C -4.225 3.468 3.065 -0.10
C -5.125 4.183 2.284 -0.12
C -4.986 4.181 0.900 -0.10
C -3.958 3.465 0.303 -0.04
C 0.322 -0.040 -2.902 -0.21
C 0.695 -0.286 -4.221 -0.03
C 1.717 -1.190 -4.476 -0.09
C 2.342 -1.829 -3.419 -0.08
C 1.908 -1.527 -2.130 -0.12
N 0.936 -0.659 -1.883 0.12
H -2.270 2.273 -3.150 0.05
H -2.008 0.950 -4.307 0.08
H -0.845 2.277 -4.211 0.08
H -2.473 2.204 3.053 0.11
H -4.330 3.464 4.144 0.09
H -5.931 4.738 2.749 0.09
H -5.684 4.739 0.287 0.09
H -3.838 3.444 -0.772 0.10
H 0.193 0.218 -5.036 0.10
H 2.019 -1.393 -5.497 0.10
H 3.137 -2.544 -3.579 0.09
H 2.341 -2.002 -1.254 0.10
O 1.992 -0.563 1.339 -0.23
N 2.341 -1.399 2.279 -0.23
C 3.335 -1.031 3.120 -0.05
C 3.786 -1.839 4.128 -0.10
C 3.189 -3.094 4.280 -0.12
C 2.180 -3.462 3.427 -0.13
C 1.703 -2.626 2.388 -0.74
S 0.449 -3.054 1.324 0.54
H 3.729 -0.047 2.916 0.12
H 4.582 -1.493 4.773 0.09
H 3.517 -3.767 5.063 0.09
H 1.695 -4.424 3.515 0.09
```

## Properties
Charge: -1
E_tot: -1663.71229 Ha
HOMO-LUMO gap: 6.519 eV
Energy relative to the best compared isomer or geometry (same formula, charge and spin): 1.3 kcal/mol

---

C22H31N3O2 | the ωB97M-V functional and the def2-TZVPD basis

Geometry as XYZ:
```
58
Properties=species:S:1:pos:R:3:lowdin_charge:R:1
C -4.968 -0.444 1.381 -0.04
C -4.182 0.461 0.475 -0.25
C -4.255 1.834 0.673 -0.05
C -3.570 2.721 -0.137 -0.08
C -2.816 2.237 -1.190 -0.07
C -2.743 0.873 -1.406 -0.04
C -3.393 -0.030 -0.572 -0.17
C -3.211 -1.515 -0.820 -0.12
N -1.918 -2.084 -0.468 -0.11
C -1.552 -2.036 0.928 -0.13
C -1.049 -0.657 1.378 -0.12
N -0.192 -0.075 0.370 0.13
C -0.064 -0.458 -0.905 -0.49
O 0.673 0.133 -1.682 0.04
C -0.804 -1.724 -1.318 -0.21
C 0.230 -2.880 -1.404 -0.02
C 1.308 -2.883 -0.325 -0.50
O 1.283 -3.641 0.628 0.05
N 2.326 -2.031 -0.555 0.08
C 3.469 -1.939 0.324 -0.17
C 3.412 -0.761 1.306 -0.12
C 3.219 0.599 0.684 -0.25
C 2.413 1.491 1.247 -0.09
C 2.191 2.888 0.746 -0.19
C 3.254 3.293 -0.270 -0.20
C 3.458 2.154 -1.260 -0.19
C 4.030 0.939 -0.535 -0.15
H -5.683 -1.034 0.809 0.09
H -5.521 0.145 2.109 0.08
H -4.319 -1.130 1.923 0.07
H -4.863 2.217 1.482 0.11
H -3.637 3.783 0.046 0.10
H -2.290 2.914 -1.846 0.10
H -2.171 0.509 -2.246 0.11
H -3.957 -2.087 -0.267 0.11
H -3.362 -1.716 -1.885 0.13
H -0.765 -2.776 1.085 0.11
H -2.411 -2.330 1.533 0.12
H -1.889 0.024 1.565 0.11
H -0.479 -0.759 2.307 0.12
H 0.359 0.733 0.635 0.11
H -1.188 -1.575 -2.332 0.15
H 0.726 -2.822 -2.373 0.13
H -0.319 -3.820 -1.335 0.13
H 2.226 -1.322 -1.268 0.12
H 3.493 -2.870 0.897 0.12
H 4.374 -1.882 -0.288 0.12
H 2.609 -0.943 2.023 0.11
H 4.356 -0.763 1.862 0.12
H 1.872 1.231 2.151 0.11
H 2.186 3.580 1.592 0.11
H 1.202 2.949 0.277 0.11
H 2.948 4.203 -0.788 0.11
H 4.195 3.498 0.246 0.12
H 2.499 1.879 -1.703 0.10
H 4.134 2.460 -2.062 0.11
H 4.062 0.095 -1.224 0.10
H 5.061 1.140 -0.222 0.13
```

## Properties
E_tot: -1171.70517 Ha
HOMO-LUMO gap: 9.091 eV
Energy relative to the best compared isomer or geometry (same formula, charge and spin): 14.6 kcal/mol

---

C34H46Cl4O3P4Re | the ωB97M-V functional and the def2-TZVPD basis

Geometry as XYZ:
```
92
Properties=species:S:1:pos:R:3:lowdin_charge:R:1
P 3.750 -2.327 -3.645 1.16
C 2.513 -2.450 -4.847 -0.35
C 3.145 -1.995 -6.033 -0.10
H 4.025 -1.358 -5.937 0.11
C 2.678 -2.451 -7.245 -0.04
H 3.214 -2.167 -8.147 0.12
C 1.541 -3.272 -7.286 -0.02
H 1.196 -3.633 -8.255 0.12
C 0.853 -3.626 -6.113 -0.04
H -0.037 -4.251 -6.187 0.12
C 1.310 -3.203 -4.866 -0.04
H 0.787 -3.430 -3.937 0.11
C 4.438 -0.753 -3.367 -0.36
C 3.943 0.495 -3.826 -0.08
H 2.922 0.584 -4.199 0.10
C 4.799 1.593 -3.808 -0.05
H 4.456 2.568 -4.180 0.12
C 6.118 1.455 -3.350 -0.05
H 6.806 2.308 -3.389 0.12
C 6.582 0.232 -2.851 -0.06
H 7.613 0.110 -2.505 0.13
C 5.736 -0.858 -2.804 -0.09
H 6.055 -1.825 -2.414 0.11
C 3.965 -3.599 -2.485 -0.33
C 4.711 -4.481 -3.306 -0.11
H 4.812 -4.217 -4.362 0.11
C 5.296 -5.596 -2.741 -0.03
H 5.899 -6.238 -3.382 0.13
C 5.087 -5.861 -1.379 -0.03
H 5.552 -6.757 -0.953 0.13
C 4.307 -5.016 -0.575 -0.04
H 4.149 -5.269 0.481 0.13
C 3.737 -3.860 -1.113 -0.06
H 3.108 -3.208 -0.510 0.07
Re 0.014 -0.037 -0.042 1.06
C 1.487 0.978 1.116 -0.17
C 2.816 0.902 0.836 -0.34
H 1.206 1.610 1.964 0.03
C 3.186 -0.041 -0.310 -0.32
O 4.054 -1.115 0.283 -0.07
H 4.492 -1.677 -0.407 0.07
C 1.844 -0.432 -0.671 -0.34
H 3.726 0.499 -1.125 0.13
C 0.865 -1.166 -1.195 -0.43
Cl -1.845 -0.968 -1.321 0.16
P -0.094 -1.939 1.417 0.73
P -0.247 1.815 -1.560 0.71
C -1.823 -2.419 1.661 -0.25
H -2.274 -2.606 0.681 0.01
H -2.370 -1.604 2.149 0.03
H -1.830 -3.320 2.280 0.06
C 0.752 -3.482 1.010 -0.22
H 1.800 -3.442 1.330 0.05
H 0.720 -3.668 -0.070 0.05
H 0.247 -4.307 1.529 0.06
C 0.490 -1.465 3.058 -0.22
H 0.002 -0.533 3.370 0.05
H 1.575 -1.317 3.022 0.04
H 0.231 -2.280 3.743 0.06
C -1.983 2.336 -1.556 -0.25
H -2.205 2.882 -0.634 0.05
H -2.619 1.446 -1.611 0.00
H -2.135 2.970 -2.432 0.06
C 0.653 3.284 -1.020 -0.23
H 1.732 3.105 -1.084 0.03
H 0.386 3.499 0.022 0.05
H 0.364 4.119 -1.668 0.06
C 0.153 1.580 -3.306 -0.22
H -0.142 0.575 -3.632 0.05
H 1.227 1.718 -3.477 0.02
H -0.408 2.327 -3.884 0.06
P 4.105 1.756 1.800 0.88
C 3.316 2.974 2.835 -0.16
C 5.196 2.516 0.607 -0.16
H 2.581 2.516 3.507 0.08
H 2.811 3.739 2.233 0.08
H 4.083 3.466 3.444 0.08
H 5.618 1.754 -0.060 0.06
H 6.005 3.024 1.147 0.08
H 4.638 3.252 0.013 0.07
C 4.965 0.535 2.777 -0.16
H 4.262 0.050 3.466 0.08
H 5.761 1.027 3.350 0.07
H 5.385 -0.220 2.103 0.06
H 0.957 -1.775 -2.130 0.07
Cl -3.634 3.343 2.337 0.64
C -3.267 1.602 2.372 -1.45
Cl -3.303 0.836 3.992 0.63
Cl -4.374 0.718 1.263 0.62
C -1.757 1.489 1.958 -0.80
O -0.848 2.109 2.524 -0.02
O -1.675 0.654 0.983 -0.39
```

## Properties
Charge: +2
E_tot: -4832.74495 Ha
HOMO-LUMO gap (spin up / spin down): 6.758 / 6.073 eV
2S+1: 4
Expectation value of S²: 3.7911

---

C35H49I2N4NdOSbSi3 | the ωB97M-V functional and the def2-TZVPD basis

Geometry as XYZ:
```
96
Properties=species:S:1:pos:R:3:lowdin_charge:R:1
Nd -1.169 -0.095 0.681 1.72
I -5.327 -3.417 6.697 0.90
C -4.325 -2.872 4.979 -0.77
C -5.088 -2.681 3.827 -0.29
C -4.484 -2.406 2.594 -0.63
I -5.752 -2.957 1.029 0.98
C -3.142 -1.917 2.624 -0.39
O -2.597 -1.595 1.482 -0.33
C -2.393 -1.941 3.884 -0.16
C -1.047 -1.253 3.988 -0.13
N -0.989 0.076 3.300 -0.14
C -1.738 1.142 3.920 -0.16
C -2.138 2.222 2.998 -0.24
C -2.440 3.452 3.566 -0.01
C -2.492 4.559 2.736 0.00
C -2.323 4.282 1.369 -0.06
C -2.430 3.030 0.850 -0.16
N -2.246 1.984 1.652 -0.03
C -2.941 -2.572 4.998 -0.11
H -6.134 -2.859 3.956 0.05
H -0.884 -1.099 5.049 0.12
H -0.205 -1.816 3.580 0.10
H -0.014 0.408 3.266 0.12
H -2.676 0.790 4.372 0.16
H -1.201 1.556 4.689 0.11
H -2.759 3.429 4.622 0.14
H -2.609 5.536 3.190 0.13
H -2.355 5.138 0.705 0.12
H -2.652 2.841 -0.239 0.13
H -2.198 -3.029 5.714 0.14
C -0.298 2.217 -2.949 -0.35
Sb 0.536 0.305 -2.328 1.46
C -1.216 -1.149 -1.602 -0.55
C -0.457 -2.393 -1.710 -0.50
C -1.043 -3.649 -1.412 -0.08
C -0.732 -4.700 -2.208 -0.05
C 0.568 -4.682 -2.781 -0.06
C 1.333 -3.525 -2.677 -0.10
N 0.792 -2.303 -2.253 -0.04
Si -2.707 -0.958 -2.689 0.36
C -3.733 0.502 -2.021 -0.18
C -2.415 -0.622 -4.492 -0.16
C -3.742 -2.459 -2.394 -0.19
C 2.602 0.837 -0.900 -0.44
C 2.479 -0.268 0.018 -0.43
C 3.638 -0.749 0.715 -0.02
C 3.494 -1.799 1.666 -0.03
C 2.276 -2.347 1.939 -0.06
C 1.216 -1.911 1.133 -0.18
N 1.245 -0.766 0.411 -0.09
Si 2.698 2.580 -0.074 0.43
C 1.078 3.354 0.310 -0.18
C 3.493 2.301 1.610 -0.17
C 3.707 3.864 -0.957 -0.17
Si 4.092 0.725 -2.124 0.42
C 4.082 -1.087 -2.654 -0.19
C 5.840 0.973 -1.545 -0.18
C 3.740 1.754 -3.680 -0.17
H 0.409 2.711 -3.536 -0.03
H -0.597 2.868 -2.145 -0.05
H -1.237 1.968 -3.491 0.00
H -1.903 -3.611 -0.767 0.10
H -1.366 -5.527 -2.404 0.11
H 0.938 -5.513 -3.367 0.10
H 2.347 -3.600 -2.906 0.07
H -4.657 0.572 -2.588 0.04
H -3.139 1.460 -2.165 0.02
H -3.967 0.382 -0.947 0.02
H -2.758 0.297 -4.841 0.01
H -2.877 -1.469 -5.009 0.04
H -1.351 -0.551 -4.759 0.03
H -4.718 -2.315 -2.897 0.05
H -3.832 -2.687 -1.302 -0.02
H -3.195 -3.308 -2.846 0.04
H 4.647 -0.331 0.569 0.11
H 4.385 -2.222 2.111 0.12
H 2.051 -3.116 2.700 0.13
H 0.337 -2.559 1.032 0.11
H 0.538 2.978 1.168 0.01
H 0.382 3.370 -0.523 0.00
H 1.237 4.418 0.489 0.05
H 4.448 1.801 1.553 0.02
H 2.783 1.651 2.177 0.03
H 3.597 3.313 2.129 0.07
H 3.055 4.277 -1.766 0.06
H 4.575 3.489 -1.489 0.01
H 3.969 4.651 -0.245 0.05
H 4.288 -1.670 -1.763 0.02
H 4.985 -1.091 -3.318 0.05
H 3.182 -1.534 -3.166 0.03
H 5.830 1.482 -0.595 0.00
H 6.517 1.569 -2.196 0.06
H 6.339 -0.053 -1.349 0.07
H 2.701 1.697 -3.895 -0.03
H 4.353 1.391 -4.544 0.06
H 3.886 2.828 -3.536 0.02
```

## Properties
Charge: +1
E_tot: -3922.64002 Ha
HOMO-LUMO gap (spin up / spin down): 6.181 / 6.178 eV
2S+1: 4
Expectation value of S²: 3.7544

---

C24H49AsN3O6S3Si4TeW | the ωB97M-V functional and the def2-TZVPD basis

Geometry as XYZ:
```
92
Properties=species:S:1:pos:R:3:lowdin_charge:R:1
W 1.528 -1.180 1.897 1.33
O -1.999 -1.551 2.973 -0.39
As -0.476 -2.036 3.774 1.14
O 0.187 -2.729 2.313 -0.74
O 0.514 -0.530 3.371 -0.78
C 1.863 -5.031 3.389 0.07
C 1.533 -6.279 3.823 -0.07
C 2.599 -7.113 4.186 -0.05
C 3.913 -6.674 4.102 -0.06
C 4.198 -5.392 3.651 -0.07
C 3.145 -4.555 3.286 -0.39
S 3.548 -2.939 2.717 0.98
O 2.609 -2.001 3.525 -0.58
O 2.780 -2.795 1.368 -0.64
O 2.815 -0.115 1.590 -0.49
H -2.679 -1.271 3.600 0.02
H 0.510 -6.625 3.891 0.11
H 2.391 -8.114 4.539 0.11
H 4.720 -7.334 4.388 0.11
H 5.221 -5.039 3.581 0.12
C 0.303 4.789 -0.441 -0.22
Si -1.149 3.956 -1.277 0.33
C -0.636 3.358 -2.977 -0.20
C -2.604 5.128 -1.415 -0.21
Si -1.904 2.107 0.003 0.15
Te 0.222 1.398 1.129 0.87
Si -3.077 2.877 1.911 0.32
C -4.803 3.344 1.349 -0.20
C -3.173 1.493 3.171 -0.22
C -2.183 4.352 2.635 -0.21
Si -3.073 0.526 -1.266 0.34
C -4.480 1.451 -2.092 -0.20
C -1.938 -0.170 -2.583 -0.20
C -3.748 -0.818 -0.143 -0.21
H 0.520 5.737 -0.940 0.04
H 1.199 4.168 -0.502 0.01
H 0.110 4.998 0.612 0.02
H -0.233 4.190 -3.560 0.04
H -1.478 2.942 -3.534 0.02
H 0.140 2.591 -2.911 0.01
H -2.342 5.979 -2.050 0.04
H -2.896 5.522 -0.440 0.02
H -3.475 4.641 -1.858 0.03
H -5.356 2.474 0.990 0.02
H -4.784 4.087 0.549 0.02
H -5.362 3.770 2.186 0.04
H -3.655 0.613 2.739 0.01
H -3.758 1.818 4.035 0.04
H -2.178 1.205 3.517 0.01
H -2.136 5.182 1.928 0.02
H -1.162 4.096 2.925 0.02
H -2.706 4.705 3.527 0.04
H -4.102 2.216 -2.773 0.03
H -5.134 1.938 -1.367 0.02
H -5.090 0.760 -2.679 0.04
H -1.679 0.610 -3.302 0.02
H -2.421 -0.977 -3.139 0.03
H -1.003 -0.543 -2.163 -0.02
H -4.539 -0.414 0.493 0.03
H -2.972 -1.232 0.508 0.00
H -4.186 -1.630 -0.732 0.03
C 4.760 0.156 -1.072 -0.15
C 5.500 1.132 -2.028 -0.15
N 4.616 1.526 -3.127 -0.16
C 4.163 0.325 -3.828 -0.15
C 3.363 -0.586 -2.859 -0.18
N 3.371 -0.011 -1.511 -0.22
C 2.726 1.301 -1.559 -0.21
C 3.454 2.222 -2.578 -0.15
H 4.751 0.525 -0.046 0.10
H 5.228 -0.831 -1.065 0.12
H 6.393 0.673 -2.455 0.12
H 5.815 2.037 -1.505 0.12
H 5.042 -0.190 -4.221 0.12
H 3.554 0.631 -4.681 0.11
H 3.788 -1.591 -2.803 0.12
H 2.321 -0.689 -3.176 0.10
H 2.752 1.727 -0.551 0.07
H 1.675 1.150 -1.838 0.08
H 3.793 3.146 -2.106 0.12
H 2.797 2.495 -3.408 0.11
S 1.083 -1.661 -0.554 0.69
C -0.238 -2.709 -0.768 -1.01
N -1.216 -3.020 0.044 -0.03
C -2.116 -4.080 -0.403 -0.19
C -2.051 -4.047 -1.923 -0.39
S -0.347 -3.530 -2.296 0.98
H -1.114 -2.780 1.036 0.08
H -3.122 -3.886 -0.034 0.12
H -1.767 -5.037 -0.006 0.13
H -2.738 -3.313 -2.340 0.07
H -2.238 -5.019 -2.370 0.09
```

## Properties
Charge: +1
E_tot: -6482.93068 Ha
HOMO-LUMO gap (spin up / spin down): 6.176 / 5.052 eV
2S+1: 3
Expectation value of S²: 2.0167

---

C18H18N4O5Sn | the ωB97M-V functional and the def2-TZVPD basis

Geometry as XYZ:
```
46
Properties=species:S:1:pos:R:3:lowdin_charge:R:1
Sn -0.741 -0.323 -2.836 1.34
O 2.604 1.792 -2.452 0.05
N 1.467 0.887 -2.269 -0.42
O 0.311 1.518 -2.579 -0.24
O 1.561 -0.256 -2.926 -0.24
N -3.773 0.028 -1.339 -0.02
C -4.940 0.574 -0.957 -0.09
C -5.202 1.602 -1.831 -0.07
C -4.104 1.607 -2.707 -0.15
N -3.247 0.639 -2.414 -0.07
H -3.232 -0.673 -0.856 0.13
H -5.484 0.202 -0.105 0.12
H -6.047 2.268 -1.823 0.09
H -3.906 2.261 -3.542 0.11
C -0.075 -2.385 3.517 -0.04
C 0.403 -2.474 2.092 -0.22
C 0.001 -3.527 1.283 -0.04
C 0.418 -3.607 -0.040 -0.07
C 1.188 -2.593 -0.571 -0.05
C 1.571 -1.513 0.225 -0.21
N 2.359 -0.486 -0.380 0.12
C 1.832 0.784 -0.686 -0.25
C 2.923 1.802 -1.027 -0.18
C 2.805 3.149 -0.400 -0.01
C 1.764 3.446 0.370 -0.04
C 0.671 2.490 0.602 0.03
C 0.667 1.255 0.113 -0.08
C -0.591 0.434 0.254 -0.56
O -1.242 0.493 1.275 0.09
O -0.964 -0.260 -0.796 -0.28
C 1.246 -1.474 1.580 -0.17
C 1.783 -0.417 2.512 -0.02
H -0.777 -3.188 3.739 0.08
H -0.579 -1.431 3.689 0.09
H 0.751 -2.449 4.230 0.08
H -0.640 -4.297 1.696 0.11
H 0.127 -4.449 -0.656 0.10
H 1.485 -2.610 -1.612 0.11
H 2.827 -0.840 -1.208 0.14
H 3.915 1.380 -0.881 0.15
H 3.605 3.860 -0.572 0.11
H 1.689 4.423 0.831 0.11
H -0.191 2.809 1.176 0.13
H 2.568 0.171 2.040 0.08
H 2.203 -0.887 3.404 0.08
H 0.992 0.263 2.839 0.09
```

## Properties
E_tot: -1506.12413 Ha
HOMO-LUMO gap: 8.424 eV
Energy relative to the best compared isomer or geometry (same formula, charge and spin): 38.5 kcal/mol